Molecular formula: C9H13NO2OsSe
Method: DFT, ωB97M-V/def2-TZVPD

Each line ends with the Mulliken spin population.
Cartesian coordinates (Å):
Os: -0.85845 1.29337 0.05670  2.07
O: -1.62095 -1.05433 -0.74420  0.02
C: -0.68495 -1.58983 -1.66560  -0.05
C: 0.61045 -0.80163 -1.65680  0.24
C: 1.70745 -1.26593 -2.34760  -0.09
C: 2.89415 -0.53353 -2.37010  0.25
C: 2.92085 0.67027 -1.65950  -0.06
C: 1.79625 1.08607 -1.00050  0.17
N: 0.62725 0.38327 -0.98730  0.11
H: -2.51285 -1.28243 -1.02690  0.00
H: -1.10135 -1.57243 -2.68380  0.02
H: -0.47875 -2.63783 -1.39340  0.01
H: 1.63345 -2.19723 -2.88720  -0.01
H: 3.75015 -0.87783 -2.92770  0.02
H: 3.81155 1.27537 -1.63510  0.00
H: 1.78765 2.02227 -0.44150  -0.01
Se: -2.55105 2.73717 -0.30720  0.84
C: -3.00345 0.49717 2.68710  -0.01
O: -1.63875 0.11467 2.75760  0.04
C: -0.73135 0.73607 1.99440  0.41
C: 0.66375 0.37907 2.46040  -0.02
H: -3.60305 -0.40703 2.79530  0.00
H: -3.22985 0.99087 1.73580  0.01
H: -3.22625 1.19127 3.50410  0.00
H: 0.69735 0.38587 3.54920  0.00
H: 1.40365 1.08077 2.07670  0.01
H: 0.93715 -0.62353 2.11700  0.02

Atomic forces in eV per Å
0.448 -0.579 1.320
0.023 -0.023 0.120
0.103 -0.221 -0.202
-0.290 -0.496 -0.028
0.042 0.225 0.149
-0.188 0.022 0.018
-0.115 -0.166 -0.100
0.687 0.397 0.096
-0.211 0.247 -0.205
0.043 0.154 0.035
0.057 0.001 0.149
0.048 0.230 -0.193
-0.051 -0.161 -0.021
0.070 -0.039 -0.001
0.078 0.129 0.049
0.002 -0.182 -0.164
-0.497 0.340 -0.137
-0.481 0.216 -0.275
0.731 0.230 0.122
-0.369 -0.124 -1.050
-0.325 0.077 0.099
0.072 0.048 0.054
0.084 -0.134 0.175
0.083 -0.143 -0.080
0.045 -0.027 0.104
-0.035 -0.001 -0.041
-0.054 -0.023 0.007

For the relative energy (zero: lowest compared OMol25 entry of this formula, charge and spin), the calculation gives 8.92 kcal/mol. The spin multiplicity is 5. The LUMO energy (spin up / spin down) is 0.12 / -0.70 eV. As for the HOMO energy (spin up / spin down): -5.1 / -7.9 eV. The expectation value of S² is 6.04. As for the HOMO-LUMO gap (spin up / spin down): 0.1913 / 0.2649 Eh.



Molecular formula: C26H32N2O6
Method: DFT, ωB97M-V/def2-TZVPD

Each line ends with the natural charge from an NBO analysis.
Cartesian coordinates (Å):
C: -5.54925 -0.76608 0.02437  -0.63
C: -5.24127 -1.71988 -1.24488  -0.05
H: -6.02047 -2.38127 -1.28314  0.18
O: -4.13845 -2.48082 -1.16351  -0.48
C: -2.97650 -2.00427 -1.49871  0.39
C: -1.92419 -2.67871 -0.99446  -0.32
C: -0.69595 -2.20327 -1.05102  -0.16
C: -0.45873 -0.75454 -1.82069  -0.10
C: -1.61877 0.00544 -2.10085  -0.22
C: -2.79577 -0.58041 -1.84482  -0.30
H: -3.73945 0.28521 -2.06456  0.23
H: -1.54831 1.08145 -2.48028  0.24
C: 0.91052 -0.40567 -1.97615  0.29
C: 2.15155 -0.71937 -1.80812  -0.33
C: 3.01258 0.25434 -2.16414  0.10
N: 2.28844 1.36111 -2.04509  -0.10
O: 1.07343 0.93703 -2.02156  -0.28
C: 4.47273 0.19465 -2.01844  -0.43
C: 5.27610 0.33052 -0.77669  -0.29
H: 4.57977 0.92294 0.07581  0.18
H: 6.13017 0.63554 -0.90408  0.18
C: 5.19468 -1.08380 0.04495  -0.45
C: 4.01693 -1.68523 0.46280  0.56
O: 3.48595 -2.77111 0.12438  -0.68
N: 3.46638 -0.96597 1.19820  -0.55
H: 4.03265 -0.32314 1.82812  0.39
C: 2.30601 -1.79536 2.14056  -0.12
C: 1.65385 -0.31614 2.88109  -0.43
C: 0.82010 0.45009 2.11879  -0.05
C: 1.60206 1.49437 1.47973  -0.18
C: 0.93479 2.52766 0.51172  -0.23
C: -0.46442 2.24597 0.20005  0.26
C: -1.12302 1.28566 0.98978  0.17
C: -0.50252 0.19993 1.75639  0.27
O: -1.06144 -0.81044 2.41896  -0.46
C: -2.34278 -0.89237 2.29302  -0.22
H: -2.45960 -2.04567 2.59647  0.16
H: -2.64773 -1.19265 1.47035  0.17
H: -3.06915 -0.32106 2.73865  0.18
O: -2.64232 1.28448 0.87069  -0.53
C: -3.17964 2.16879 1.46172  -0.20
H: -3.19777 2.44847 2.61052  0.15
H: -4.40936 1.95669 1.18996  0.13
H: -3.07928 3.03467 0.80471  0.16
O: -1.26088 3.14120 -0.57136  -0.50
C: -0.30069 3.94042 -1.31361  -0.27
H: 0.07861 4.68814 -0.65376  0.18
H: -1.07331 4.29531 -1.92281  0.20
H: 0.34117 3.60134 -2.00001  0.20
H: 1.35723 3.26522 0.13336  0.18
H: 2.64719 1.72304 1.55464  0.21
H: 2.39612 0.09942 3.44519  0.20
H: 1.08440 -0.85663 3.50164  0.21
H: 1.67880 -2.12196 1.50476  0.18
H: 2.70233 -2.47558 2.95703  0.21
H: 6.05686 -1.03823 0.93729  0.24
H: 5.70333 -1.91857 -0.92777  0.20
H: 4.75274 -0.61560 -2.61953  0.23
H: 4.85578 1.24900 -2.60138  0.21
H: 2.52284 -1.85194 -1.43373  0.26
H: 0.32097 -2.74428 -1.05572  0.24
H: -1.96627 -3.59997 -0.57793  0.23
H: -5.38263 -1.15522 -2.25543  0.17
H: -5.79980 -1.36708 0.96983  0.21
H: -4.74922 -0.17673 0.05060  0.21
H: -6.48814 -0.28906 -0.15185  0.21

Atomic forces in eV per Å
-2.441 -4.807 -0.827
-2.574 3.663 -0.373
-2.107 -1.891 -0.023
-0.445 -2.170 0.145
0.106 6.051 0.456
1.393 -0.090 -0.475
5.385 5.395 -4.620
-2.180 -4.920 2.715
4.116 0.858 -0.321
-5.414 0.005 -0.865
2.515 -3.379 0.842
-0.079 -1.744 0.631
-1.846 3.746 0.955
3.633 -11.527 0.767
0.578 2.594 3.674
2.642 0.627 -1.987
-4.652 2.918 -0.983
1.323 5.271 -3.117
-13.331 -4.746 6.656
2.180 -0.272 -2.605
8.954 3.132 -1.006
10.419 -0.812 -5.384
2.359 -9.018 -7.404
1.458 -0.051 -0.716
-8.649 6.510 14.182
-1.218 -0.852 -1.415
5.375 8.102 4.380
1.698 -7.034 -0.341
1.882 4.720 -5.188
-4.801 3.452 -3.525
-4.981 -10.939 5.701
1.001 1.264 2.276
-2.251 -2.105 -0.287
0.908 4.099 -0.447
4.645 2.048 0.189
-2.334 -6.110 6.094
-0.664 1.966 1.017
-2.546 -1.032 -8.965
-0.951 1.961 1.662
9.940 -11.187 -4.636
-10.541 10.001 4.087
0.786 -1.051 -1.811
2.456 0.656 1.316
-0.052 1.680 1.134
3.557 -2.911 1.044
-4.801 2.064 1.857
0.456 0.619 0.179
-0.645 2.119 -1.366
2.929 -2.707 -1.700
4.298 6.162 -3.303
0.327 -0.523 0.771
2.034 1.468 1.027
-2.258 -1.737 3.270
-4.418 -2.694 -4.291
-0.079 0.869 -1.514
-2.360 -0.332 -2.261
-1.212 2.184 3.253
1.103 -1.259 -0.828
-1.026 -2.863 0.865
-1.004 3.139 -1.590
-2.027 0.505 0.914
-1.054 -2.913 1.152
0.774 -0.568 1.716
1.111 0.627 -1.294
2.976 2.928 1.035
-0.379 0.845 -0.495

For the relative energy (zero: lowest compared OMol25 entry of this formula, charge and spin), the calculation gives 581.02 kcal/mol. The LUMO energy is 0.36 eV. As for the HOMO energy: -7.5 eV. As for the HOMO-LUMO gap: 0.2877 Eh.



Molecular formula: C52H48BCo2O7P
Method: DFT, ωB97M-V/def2-TZVPD

Each line ends with the Löwdin charge.
Cartesian coordinates (Å):
C: -4.37297 -2.92198 -2.91426  -0.01
C: -3.36026 -3.91307 -3.48878  -0.46
C: -3.52960 -5.25450 -2.80605  -0.01
C: -3.35833 -3.93356 -5.08475  -0.46
C: -2.82459 -5.24776 -5.66198  -0.01
C: -4.67316 -3.60801 -5.76541  -0.01
O: -2.41859 -2.88855 -5.42991  0.15
B: -1.62858 -2.73946 -4.30854  -0.58
C: -0.36257 -1.84738 -4.27510  -0.08
C: -0.31825 -0.77701 -3.37696  -0.06
C: 0.83672 -0.00704 -3.25764  -0.06
C: 1.94638 -0.27472 -4.07154  -0.07
C: 1.88678 -1.32300 -5.00009  -0.08
C: 0.73459 -2.10646 -5.10799  -0.03
C: -1.57608 4.27245 -0.03735  -0.20
C: -2.59998 5.12884 0.71925  -0.05
C: -2.29705 3.13038 -0.79773  -0.18
C: -1.84957 2.71671 -2.05750  -0.02
C: -2.56781 1.76603 -2.78287  -0.09
C: -3.72182 1.18359 -2.25399  -0.08
C: -4.14407 1.56105 -0.97815  -0.07
C: -3.44039 2.52187 -0.25282  -0.04
O: -2.03375 -3.42528 -3.17242  0.13
H: -5.39457 -3.30231 -3.04620  0.10
H: -4.19612 -2.79650 -1.83690  0.10
H: -4.29294 -1.93338 -3.38970  0.08
H: -4.53115 -5.65424 -3.00606  0.10
H: -2.78347 -5.97923 -3.15002  0.09
H: -3.42426 -5.13491 -1.72096  0.10
H: -3.55705 -6.05479 -5.53422  0.09
H: -2.65012 -5.12074 -6.73838  0.10
H: -1.87706 -5.54792 -5.19352  0.10
H: -5.41389 -4.38827 -5.55303  0.10
H: -5.07415 -2.64146 -5.44223  0.09
H: -4.52317 -3.57347 -6.85116  0.10
H: -1.19513 -0.55240 -2.77335  0.08
H: 0.87009 0.80308 -2.52868  0.08
H: 2.84694 0.33709 -3.97875  0.11
H: 2.74545 -1.52961 -5.64213  0.10
H: 0.67541 -2.92024 -5.82831  0.11
H: -1.00705 4.87895 -0.75177  0.12
H: -2.25559 6.14208 0.95652  0.08
H: -3.52625 5.19138 0.13146  0.10
H: -2.82228 4.62200 1.66434  0.09
H: -0.94658 3.16376 -2.47780  0.11
H: -2.21042 1.46544 -3.76437  0.11
H: -4.27894 0.44038 -2.82324  0.09
H: -5.02165 1.09332 -0.53730  0.11
H: -3.81128 2.81911 0.73385  0.12
O: 5.43818 3.50185 0.23781  0.14
C: 4.33500 3.20550 0.38729  -0.10
Co: 2.63685 2.76319 0.58048  0.11
C: 2.17404 3.01411 -1.06300  -0.14
O: 1.79864 3.24380 -2.13435  0.11
C: 2.86210 0.90298 0.70195  -0.16
O: 3.29778 -0.01202 0.07680  0.07
C: 2.00761 3.15675 2.19471  -0.31
C: 1.16571 3.57715 1.12728  -0.21
C: 0.04054 4.34311 0.91997  -0.12
C: 0.24705 5.73600 1.35792  -0.20
C: 0.76259 6.03503 2.64583  -0.02
C: 1.05432 7.34416 3.01909  -0.08
C: 0.84694 8.40251 2.13089  -0.10
C: 0.37749 8.13223 0.84378  -0.09
C: 0.10796 6.82541 0.45184  -0.05
Co: 1.99549 1.26732 2.67896  -0.07
C: 0.25026 1.35749 2.76240  -0.19
O: -0.90256 1.52595 2.74130  0.09
C: 2.81059 1.57544 4.19929  -0.18
O: 3.33059 1.83551 5.20519  0.10
P: 2.04407 -0.93468 3.00011  1.07
C: 1.21937 -1.87926 1.65888  -0.32
C: 1.35509 -3.27386 1.57969  -0.09
C: 0.70438 -3.98375 0.56395  -0.07
C: -0.13776 -3.31480 -0.33186  -0.06
C: -0.34738 -1.94459 -0.19360  -0.06
C: 0.36225 -1.21930 0.76468  -0.08
C: 3.77122 -1.53698 3.05779  -0.34
C: 4.36926 -2.23053 1.99467  -0.09
C: 5.70834 -2.62468 2.08266  -0.07
C: 6.46916 -2.30465 3.21072  -0.08
C: 5.88478 -1.59516 4.26438  -0.07
C: 4.54309 -1.21330 4.18819  -0.11
C: 1.31609 -1.69801 4.50228  -0.30
C: 1.94299 -2.73521 5.21414  -0.08
C: 1.32536 -3.29658 6.33643  -0.08
C: 0.06633 -2.84897 6.74590  -0.08
C: -0.57520 -1.83844 6.02346  -0.08
C: 0.03913 -1.27315 4.90392  -0.07
H: 2.48635 3.87471 2.88682  0.07
H: -0.99774 3.59741 0.87281  0.16
H: 0.94754 5.22024 3.35462  0.11
H: 1.43866 7.53836 4.01910  0.10
H: 1.05352 9.42652 2.43453  0.10
H: 0.21298 8.93868 0.12895  0.10
H: -0.17928 6.62296 -0.58468  0.11
H: 1.98325 -3.80141 2.30006  0.11
H: 0.85396 -5.05996 0.47778  0.10
H: -0.64330 -3.85502 -1.13562  0.10
H: -1.05916 -1.42994 -0.83828  0.09
H: 0.23353 -0.13589 0.82214  0.08
H: 3.79018 -2.47394 1.10502  0.10
H: 6.15272 -3.18606 1.26027  0.11
H: 7.51509 -2.61068 3.27199  0.10
H: 6.46533 -1.34145 5.15216  0.11
H: 4.08880 -0.66984 5.01941  0.10
H: 2.91681 -3.11011 4.89883  0.10
H: 1.83248 -4.09056 6.88594  0.11
H: -0.41745 -3.29230 7.61823  0.10
H: -1.56340 -1.49045 6.32578  0.11
H: -0.48040 -0.49911 4.33678  0.09

Atomic forces in eV per Å
-0.076 0.112 0.029
-0.246 0.008 -0.214
-0.099 -0.321 -0.144
-0.174 -0.398 0.072
0.112 -0.063 0.016
-0.332 0.063 0.145
0.214 -0.390 1.081
0.368 0.220 0.025
0.067 0.075 -0.197
0.508 -0.105 -0.144
0.103 0.050 -0.173
-0.361 -0.195 0.056
0.000 0.093 0.050
0.095 0.452 0.369
-0.788 1.100 -2.980
0.274 -0.150 0.498
0.668 -0.201 0.344
-0.091 0.074 0.136
-0.025 -0.047 0.049
0.264 0.259 0.222
0.146 -0.028 -0.058
0.079 0.123 0.019
-0.363 0.402 -1.085
0.201 0.161 -0.017
0.032 -0.064 -0.278
-0.008 -0.281 0.080
0.167 -0.011 0.028
-0.165 0.155 0.113
-0.001 0.036 -0.230
0.187 0.138 0.038
-0.027 0.028 0.267
-0.221 0.089 -0.100
0.062 0.149 -0.012
0.087 -0.192 -0.086
0.022 0.000 0.243
0.240 -0.047 -0.024
0.036 -0.156 -0.224
-0.280 -0.238 -0.036
-0.235 0.077 0.192
0.111 0.142 0.102
-0.681 -0.340 -0.247
-0.011 -0.401 -0.151
0.373 -0.049 0.129
-0.166 0.236 0.027
-0.228 -0.145 0.064
-0.066 0.091 0.128
0.141 0.194 0.130
0.125 0.134 -0.077
0.208 -0.170 -0.396
-1.568 -0.352 0.013
2.156 0.494 0.609
0.691 -2.661 -2.510
-0.617 -0.115 -2.680
0.431 -0.090 1.555
1.614 -2.975 -1.770
-1.488 2.703 2.063
-0.135 3.526 2.231
-0.574 -1.283 0.748
-0.825 -0.472 2.021
-0.534 1.320 0.458
-0.273 -0.252 -0.228
-0.074 0.055 -0.325
-0.083 -0.165 -0.052
0.014 -0.113 0.121
0.185 -0.656 0.421
-0.555 -0.721 -0.562
-2.427 0.582 -0.887
1.763 -0.278 0.390
2.047 0.831 1.720
-1.199 -0.461 -1.513
0.471 -0.135 -0.586
-0.255 -0.131 -0.035
-0.229 0.049 -0.341
0.091 0.292 0.126
-0.012 -0.089 0.157
0.177 0.005 0.101
-0.036 -0.244 0.137
0.362 -0.181 -0.140
0.088 0.010 0.357
-0.035 0.148 0.163
-0.220 -0.006 -0.071
-0.273 -0.005 -0.143
0.164 -0.153 -0.188
-0.289 -0.096 0.267
-0.219 0.134 0.063
-0.145 0.147 -0.167
0.135 0.105 -0.208
0.113 -0.089 -0.116
0.177 -0.115 0.191
-0.455 -0.403 -0.236
1.588 0.721 1.103
-0.244 0.387 -0.340
-0.076 -0.040 -0.208
-0.028 -0.207 -0.055
0.135 -0.154 0.197
-0.049 0.184 0.371
-0.163 0.114 -0.205
-0.052 0.257 0.018
0.129 0.151 0.294
0.280 -0.180 0.132
0.082 -0.399 -0.012
0.180 0.092 0.225
-0.077 0.183 0.210
-0.312 0.088 -0.028
-0.136 -0.067 -0.262
0.180 -0.164 -0.236
-0.253 0.149 0.106
-0.151 0.205 -0.151
0.157 0.154 -0.252
0.260 -0.100 -0.070
0.141 -0.209 0.230

For the relative energy (zero: lowest compared OMol25 entry of this formula, charge and spin), the calculation gives 0.00 kcal/mol. The LUMO energy is -0.14 eV. As for the HOMO energy: -6.8 eV. As for the HOMO-LUMO gap: 0.2436 Eh.



Molecular formula: C7H5IN2OS
Method: DFT, ωB97M-V/def2-TZVPD

Each line ends with the natural charge from an NBO analysis.
Cartesian coordinates (Å):
I: -4.99026 0.67176 0.52166  -0.03
O: -3.65522 -0.53488 -1.08906  -0.82
S: -2.47816 -1.36854 -0.75865  1.19
N: -1.18126 -0.27974 -0.67824  -0.57
C: -1.09228 0.96948 -1.25961  -0.02
C: 0.09902 1.54717 -0.96446  -0.26
C: 0.82757 0.61912 -0.15717  -0.12
C: 2.07015 0.57755 0.46563  -0.15
C: 2.37828 -0.56530 1.18310  -0.27
C: 1.46302 -1.61541 1.26016  0.04
N: 0.27477 -1.60857 0.67789  -0.43
C: -0.00930 -0.51335 0.00035  0.33
H: -1.92211 1.34454 -1.82642  0.24
H: 0.43098 2.51774 -1.27483  0.23
H: 2.76282 1.40283 0.39248  0.22
H: 3.32709 -0.65327 1.68849  0.22
H: 1.69489 -2.51111 1.81867  0.20

Atomic forces in eV per Å
-0.366 0.381 0.519
-0.159 0.036 -0.743
0.857 -0.212 0.210
-0.517 -0.370 -0.036
-0.073 0.584 -0.292
-0.220 -0.074 -0.102
-0.217 -0.496 0.143
-0.175 -0.161 -0.004
0.065 0.122 -0.023
0.094 -0.056 0.066
-0.436 -0.124 -0.158
1.051 0.122 0.489
-0.128 0.076 -0.086
-0.035 0.193 -0.114
0.068 0.053 0.007
0.071 -0.031 0.049
0.121 -0.041 0.076

For the relative energy (zero: lowest compared OMol25 entry of this formula, charge and spin), the calculation gives 0.00 kcal/mol. As for the SMILES: IOSn1ccc2cccnc21. The LUMO energy (spin up / spin down) is -1.71 / -1.89 eV. As for the HOMO energy (spin up / spin down): -8.7 / -8.9 eV. As for the HOMO-LUMO gap (spin up / spin down): 0.2574 / 0.2571 Eh.